C3HO3 | ωB97M-V with the def2-TZVPD basis set

As for the relative energy (zero: lowest compared OMol25 entry of this formula, charge and spin): 0.554 eV. The calculation puts the gap between HOMO and LUMO at 0.2950 hartree. The HOMO energy comes out at -0.1387 Eh. The value obtained for the total energy is -340.6621 Eh.

```
! wB97M-V def2-TZVPD RIJCOSX def2/J DEFGRID3
* xyz -1 1
C 0.838 0.167 -0.051
C -1.124 0.639 -0.009
C 0.950 -1.074 0.023
O 0.866 -2.272 0.086
O -1.403 0.923 1.113
O -1.553 0.569 -1.117
H 1.427 1.048 -0.044
*
```

Mulliken population analysis, charges in e, atoms 1 to 4:
1 C -0.825
2 C 0.544
3 C 0.657
4 O -0.619

***

C3HO3Rh | ωB97M-V with the def2-TZVPD basis set

As for the relative energy (zero: lowest compared OMol25 entry of this formula, charge and spin): 0.000 eV. The calculation puts the gap between HOMO and LUMO (spin up / spin down) at 0.2616 / 0.2852 hartree. The HOMO energy (spin up / spin down) comes out at -0.4304 / -0.5795 Eh. The value obtained for the total energy is -450.5570 Eh. As for the expectation value of S²: 8.769.

```
! wB97M-V def2-TZVPD RIJCOSX def2/J DEFGRID3
* xyz 1 6
O 0.103 1.072 -0.259
Rh 3.469 0.140 0.351
O 1.819 -0.374 -0.304
C 0.619 -0.161 -0.052
O -0.272 -1.020 0.220
C -1.799 -0.055 0.160
H -2.651 -0.701 0.008
C -1.290 1.099 -0.125
*
```

Mulliken population analysis, charges in e, atoms 1 to 4:
1 O -0.208
2 Rh 0.623
3 O -0.574
4 C 0.901

***

C3HO3Sn | ωB97M-V with the def2-TZVPD basis set

As for the relative energy (zero: lowest compared OMol25 entry of this formula, charge and spin): 0.027 eV. The calculation puts the gap between HOMO and LUMO (spin up / spin down) at 0.2062 / 0.2573 hartree. The HOMO energy (spin up / spin down) comes out at -0.2496 / -0.2962 Eh. The value obtained for the total energy is -554.6889 Eh. As for the expectation value of S²: 0.754.

```
! wB97M-V def2-TZVPD RIJCOSX def2/J DEFGRID3
* xyz 0 2
O -1.091 0.223 0.018
C -0.510 0.778 -1.114
H -1.192 1.142 -1.878
C 0.773 0.536 -1.383
O 1.622 -0.308 -1.189
C -0.243 -0.646 0.625
O -0.055 -0.332 1.823
Sn 0.696 -1.393 3.098
*
```

Mulliken population analysis, charges in e, atoms 1 to 4:
1 O -0.176
2 C -0.270
3 H 0.356
4 C 0.454

***

Q: Which value of relative energy (zero: lowest compared OMol25 entry of this formula, charge and spin) does entry 2 give?
A: 0.000 eV

***

Copy entry 3 word for word.
C3HO3Sn | ωB97M-V with the def2-TZVPD basis set

As for the relative energy (zero: lowest compared OMol25 entry of this formula, charge and spin): 0.027 eV. The calculation puts the gap between HOMO and LUMO (spin up / spin down) at 0.2062 / 0.2573 hartree. The HOMO energy (spin up / spin down) comes out at -0.2496 / -0.2962 Eh. The value obtained for the total energy is -554.6889 Eh. As for the expectation value of S²: 0.754.

```
! wB97M-V def2-TZVPD RIJCOSX def2/J DEFGRID3
* xyz 0 2
O -1.091 0.223 0.018
C -0.510 0.778 -1.114
H -1.192 1.142 -1.878
C 0.773 0.536 -1.383
O 1.622 -0.308 -1.189
C -0.243 -0.646 0.625
O -0.055 -0.332 1.823
Sn 0.696 -1.393 3.098
*
```

Mulliken population analysis, charges in e, atoms 1 to 4:
1 O -0.176
2 C -0.270
3 H 0.356
4 C 0.454

***

Q: Which of these has the lowest total energy?
A: C3HO3Sn